{"formula": "C26H31N3P2Sm", "method": "the ωB97M-V functional and the def2-TZVPD basis", "species": ["C", "C", "C", "C", "C", "C", "C", "C", "C", "C", "C", "C", "C", "H", "H", "H", "H", "H", "H", "H", "N", "Sm", "C", "H", "H", "C", "H", "H", "P", "P", "C", "H", "H", "H", "C", "H", "H", "H", "C", "H", "H", "H", "C", "H", "H", "H", "H", "H", "N", "C", "N", "C", "C", "C", "C", "C", "C", "H", "H", "H", "H", "H", "H"], "xyz": [[0.83, -4.32, -0.74], [0.85, -2.96, -1.02], [-0.38, -2.37, -1.44], [-1.60, -3.06, -1.26], [-1.58, -4.44, -1.02], [-0.35, -5.06, -0.78], [-2.82, -2.18, -1.29], [-2.73, -1.24, -2.45], [-1.48, -0.59, -2.60], [-1.36, 0.60, -3.37], [-2.44, 0.95, -4.17], [-3.61, 0.18, -4.19], [-3.78, -0.90, -3.32], [1.78, -4.80, -0.51], [-2.52, -5.01, -1.06], [-0.32, -6.13, -0.62], [-3.73, -2.79, -1.36], [-2.33, 1.82, -4.81], [-4.40, 0.45, -4.89], [-4.69, -1.51, -3.34], [-0.37, -1.06, -1.91], [-1.02, 0.16, 0.52], [2.04, -2.05, -0.84], [2.22, -1.46, -1.75], [2.93, -2.64, -0.60], [-0.10, 1.41, -3.23], [0.78, 0.80, -3.49], [-0.14, 2.27, -3.91], [1.73, -0.84, 0.53], [0.14, 1.99, -1.48], [-0.82, 3.56, -1.56], [-0.64, 4.16, -0.66], [-0.54, 4.15, -2.44], [-1.89, 3.33, -1.59], [1.83, 2.66, -1.66], [1.86, 3.48, -2.39], [2.19, 3.03, -0.70], [2.51, 1.87, -2.00], [1.90, -1.94, 1.97], [2.84, -2.50, 1.90], [1.88, -1.34, 2.89], [1.06, -2.65, 2.01], [3.32, 0.04, 0.58], [3.26, 0.82, 1.34], [4.12, -0.67, 0.84], [3.53, 0.49, -0.40], [-2.84, -1.51, -0.29], [-2.49, 1.08, -0.28], [0.89, 3.44, 3.14], [0.47, 2.98, 1.95], [-0.06, 1.74, 2.08], [0.04, 1.40, 3.45], [-0.20, 0.18, 4.09], [0.17, 0.10, 5.44], [0.75, 1.19, 6.13], [1.00, 2.41, 5.46], [0.63, 2.46, 4.13], [1.32, 4.33, 3.32], [0.52, 3.58, 1.04], [-0.64, -0.65, 3.53], [0.01, -0.83, 5.99], [1.00, 1.09, 7.18], [1.47, 3.27, 5.93]], "max_force_ha_per_bohr": 0.0403, "multiplicity": 6, "energy_ev": -68411.72237, "s_squared": 8.79, "orbital_gap_ev": [5.5, 6.0], "total_charge": 1}

{"formula": "C26H31N4O4S", "method": "the ωB97M-V functional and the def2-TZVPD basis", "species": ["C", "N", "C", "O", "C", "C", "C", "C", "C", "C", "C", "C", "C", "C", "C", "N", "C", "C", "C", "N", "C", "O", "C", "C", "C", "C", "C", "C", "O", "C", "O", "N", "C", "C", "S", "H", "H", "H", "H", "H", "H", "H", "H", "H", "H", "H", "H", "H", "H", "H", "H", "H", "H", "H", "H", "H", "H", "H", "H", "H", "H", "H", "H", "H", "H", "H"], "xyz": [[2.85, 2.50, 2.55], [2.90, 1.15, 2.02], [1.74, 0.32, 2.00], [0.81, 0.54, 2.78], [1.78, -0.72, 0.99], [0.70, -1.18, 0.11], [-0.72, -0.87, 0.70], [-1.08, 0.43, 0.50], [-2.34, 0.91, 0.83], [-3.24, 0.10, 1.57], [-2.83, -1.21, 1.95], [-1.57, -1.68, 1.51], [-3.80, -2.04, 2.77], [-4.99, -1.25, 3.35], [-5.54, -0.26, 2.34], [-4.48, 0.60, 1.87], [-4.98, 1.79, 1.19], [-3.90, 2.85, 1.05], [-2.67, 2.28, 0.37], [0.97, -0.74, -1.35], [1.60, 0.45, -1.67], [1.91, 1.24, -0.76], [1.81, 0.81, -3.13], [1.86, -0.41, -4.10], [1.84, 0.05, -5.57], [3.16, -1.22, -3.92], [0.62, -1.28, -3.78], [0.50, -1.63, -2.31], [-0.09, -2.63, -1.95], [3.11, -1.22, 0.72], [3.38, -1.97, -0.23], [4.15, -0.73, 1.54], [5.49, -1.25, 1.25], [4.14, 0.61, 1.91], [5.52, 1.57, 2.00], [1.82, 2.85, 2.57], [3.30, 2.54, 3.56], [3.48, 3.12, 1.91], [0.80, -2.26, -0.04], [-0.35, 1.10, 0.06], [-1.25, -2.68, 1.83], [-3.25, -2.53, 3.58], [-4.19, -2.86, 2.15], [-4.70, -0.71, 4.26], [-5.80, -1.94, 3.65], [-6.31, 0.39, 2.78], [-6.01, -0.81, 1.50], [-5.34, 1.53, 0.17], [-5.83, 2.16, 1.77], [-4.27, 3.70, 0.46], [-3.63, 3.23, 2.04], [-1.78, 2.91, 0.51], [-2.81, 2.22, -0.72], [2.73, 1.42, -3.23], [0.94, 1.42, -3.43], [0.94, 0.62, -5.84], [2.71, 0.68, -5.81], [1.88, -0.81, -6.26], [3.25, -1.60, -2.89], [3.18, -2.07, -4.62], [4.04, -0.58, -4.15], [-0.27, -0.69, -4.05], [0.63, -2.24, -4.36], [5.41, -2.27, 0.90], [5.93, -0.60, 0.48], [6.11, -1.14, 2.13]], "max_force_ha_per_bohr": 0.0698, "energy_ev": -52454.47761, "orbital_gap_ev": 6.3, "total_charge": -1}

{"formula": "C26H31N8O2PReS2Se2", "method": "the ωB97M-V functional and the def2-TZVPD basis", "species": ["Re", "S", "N", "C", "C", "C", "C", "C", "N", "C", "C", "N", "C", "C", "C", "C", "C", "N", "H", "H", "H", "H", "H", "H", "O", "C", "C", "C", "O", "C", "Se", "C", "Se", "H", "H", "H", "H", "H", "H", "H", "H", "H", "H", "C", "N", "C", "N", "C", "N", "C", "P", "C", "C", "H", "H", "H", "H", "H", "H", "H", "H", "H", "H", "H", "H", "S", "C", "C", "N", "C", "H", "H", "H"], "xyz": [[-0.08, -0.48, 0.33], [-4.40, -2.03, 6.40], [-4.00, -0.61, 5.75], [-3.21, -0.87, 4.73], [-2.61, 0.12, 3.85], [-2.77, 1.50, 4.02], [-2.12, 2.34, 3.15], [-1.34, 1.81, 2.13], [-1.20, 0.49, 1.95], [-1.81, -0.35, 2.81], [-1.56, -1.77, 2.62], [-0.74, -2.12, 1.60], [-0.44, -3.41, 1.43], [-0.97, -4.41, 2.24], [-1.82, -4.07, 3.26], [-2.12, -2.72, 3.47], [-2.97, -2.25, 4.54], [-3.59, -3.01, 5.42], [-3.38, 1.87, 4.82], [-2.19, 3.42, 3.25], [-0.79, 2.44, 1.45], [0.25, -3.65, 0.63], [-0.69, -5.44, 2.05], [-2.24, -4.82, 3.92], [3.15, -2.37, 1.42], [4.13, -2.21, 0.40], [3.87, -0.93, -0.39], [5.21, -0.54, -1.05], [4.97, 0.58, -1.89], [3.51, 0.23, 0.54], [1.77, 0.40, 1.39], [2.88, -1.13, -1.55], [1.17, -1.96, -1.13], [3.48, -3.00, 2.06], [4.13, -3.07, -0.28], [5.13, -2.14, 0.86], [5.58, -1.39, -1.63], [5.94, -0.30, -0.27], [5.80, 0.86, -2.29], [3.65, 1.18, 0.02], [4.20, 0.23, 1.39], [3.33, -1.80, -2.28], [2.69, -0.19, -2.05], [-0.13, 4.10, -2.54], [1.11, 3.33, -2.65], [1.11, 2.62, -3.93], [-0.06, 1.76, -4.11], [-1.27, 2.56, -3.96], [-1.33, 3.27, -2.68], [-1.49, 2.36, -1.56], [-0.05, 1.19, -1.44], [1.31, 2.44, -1.53], [-0.05, 0.62, -3.20], [-0.14, 4.85, -3.33], [-0.15, 4.61, -1.57], [2.02, 2.02, -4.00], [1.12, 3.35, -4.73], [-2.15, 1.92, -4.06], [-1.29, 3.30, -4.76], [-2.41, 1.78, -1.69], [-1.59, 2.93, -0.63], [2.27, 1.93, -1.63], [1.33, 3.00, -0.59], [-0.92, -0.01, -3.38], [0.84, 0.01, -3.37], [-3.84, -2.01, -2.06], [-4.34, -0.83, -0.93], [-3.27, -0.34, -0.26], [-2.06, -0.90, -0.63], [-2.24, -1.80, -1.57], [-5.38, -0.55, -0.82], [-3.30, 0.43, 0.50], [-1.42, -2.36, -2.01]], "max_force_ha_per_bohr": 0.0022, "e_above_lowest_ev": 0.000, "multiplicity": 2, "energy_ev": -207251.67497, "s_squared": 0.77, "orbital_gap_ev": [6.1, 6.3], "total_charge": 2}